# C27H28IrN3S2

A structure of composition C27H28IrN3S2 (ωB97M-V/def2-TZVPD, the Open Molecules 2025 dataset).

Summary:
Frontier orbital gap ... 6.30 eV
Total charge ... +2
Multiplicity ... 1
Lowest unoccupied orbital energy ... -8.269 eV
Largest force on an atom ... 0.96 eV/A

Each line ends with the natural charge from an NBO analysis.
Geometry (Å):
1 Ir 0.8249 -0.7719 -0.6993  0.95
2 S 2.5847 -2.0997 -1.1264  0.07
3 C 2.6145 -2.1528 0.6720  -0.08
4 N 1.6605 -1.3383 1.0375  -0.45
5 C 1.4827 -1.2552 2.4133  0.17
6 C 0.5556 -0.5082 3.1305  -0.25
7 C 0.5890 -0.5916 4.5069  -0.16
8 C 1.5249 -1.3981 5.1665  -0.18
9 C 2.4467 -2.1452 4.4620  -0.19
10 C 2.4126 -2.0665 3.0729  -0.23
11 S 3.4455 -2.9032 1.9335  0.61
12 H -0.1677 0.1155 2.6232  0.22
13 H -0.1215 -0.0234 5.0917  0.24
14 H 1.5260 -1.4375 6.2468  0.25
15 H 3.1657 -2.7707 4.9730  0.25
16 C -2.2141 -0.9075 -3.3700  -0.63
17 C -2.4518 -1.9250 -2.2855  -0.04
18 C -3.1528 -3.0885 -2.5786  -0.19
19 C -3.3970 -4.0388 -1.6011  -0.15
20 C -2.9403 -3.8468 -0.3066  -0.19
21 C -2.2210 -2.7107 0.0371  -0.02
22 C -1.7489 -2.4950 1.4432  -0.64
23 C -1.9996 -1.7658 -0.9681  0.11
24 N -1.2340 -0.5864 -0.6611  -0.43
25 C -1.7603 0.5825 -0.5918  0.36
26 C -3.2108 0.8822 -0.6126  -0.71
27 C -0.7400 1.6694 -0.5543  0.35
28 C -1.1288 3.0992 -0.5777  -0.70
29 N 0.4626 1.2267 -0.5707  -0.39
30 C 1.6065 2.0773 -0.7840  0.12
31 C 1.9266 2.3620 -2.1156  -0.04
32 C 1.1096 1.8228 -3.2582  -0.63
33 C 3.0405 3.1554 -2.3458  -0.19
34 C 3.7963 3.6384 -1.2872  -0.15
35 C 3.4523 3.3335 0.0188  -0.19
36 C 2.3490 2.5357 0.3030  -0.02
37 C 1.9792 2.2180 1.7223  -0.64
38 H -2.1491 -1.4022 -4.3371  0.26
39 H -1.2928 -0.3372 -3.2370  0.19
40 H -3.0414 -0.1966 -3.4333  0.23
41 H -3.5075 -3.2477 -3.5889  0.24
42 H -3.9484 -4.9358 -1.8486  0.24
43 H -3.1465 -4.5874 0.4554  0.23
44 H -2.2330 -3.2018 2.1138  0.25
45 H -1.9770 -1.4905 1.8030  0.21
46 H -0.6712 -2.6449 1.5336  0.22
47 H -3.8094 -0.0232 -0.5752  0.27
48 H -3.4662 1.4410 -1.5169  0.27
49 H -3.4581 1.5281 0.2330  0.27
50 H -1.7444 3.3206 0.2980  0.27
51 H -1.7489 3.3043 -1.4537  0.27
52 H -0.2613 3.7524 -0.5869  0.27
53 H 0.8904 0.7537 -3.1481  0.18
54 H 1.6466 1.9401 -4.1967  0.26
55 H 0.1564 2.3479 -3.3646  0.23
56 H 3.3218 3.3916 -3.3639  0.24
57 H 4.6606 4.2577 -1.4851  0.24
58 H 4.0421 3.7251 0.8378  0.24
59 H 2.3373 3.0002 2.3890  0.25
60 H 2.4316 1.2793 2.0495  0.23
61 H 0.9011 2.1336 1.8634  0.20